# 1
Entry from OMol25: a structure of composition C3H7NOP at a distorted geometry (ωB97M-V with the def2-TZVPD basis set).

The geometry in XYZ format:
```
13
Properties=species:S:1:pos:R:3
C 2.188 1.158 -0.380
C 0.889 1.724 -0.075
C 1.133 0.626 0.632
N -1.968 -1.379 -0.485
O -0.656 -1.048 1.531
P 0.599 -0.373 1.974
H 2.224 0.507 -1.348
H 3.074 1.572 -0.096
H 0.358 2.655 -0.012
H -2.932 -0.957 -0.169
H -2.165 -2.370 -0.678
H -1.276 -1.259 0.429
H -1.469 -0.855 -1.322
```

## Properties
- LUMO (eV) = -5.17
- frontier orbital gap (eV) = 8.6
- net charge = +1
- energy relative to the best compared isomer or geometry (same formula, charge and spin) (eV) = 0.929

Here are the natural (NBO) charges for atoms 1 to 8, given in e:
1 C -0.34
2 C -0.07
3 C -0.56
4 N -0.97
5 O -1.02
6 P 1.49
7 H 0.21
8 H 0.21

# 2
Entry from OMol25: a structure of composition C23H26N3S2SiW (ωB97M-V with the def2-TZVPD basis set).

The geometry in XYZ format:
```
56
Properties=species:S:1:pos:R:3
W 0.491 0.023 -0.604
S -0.085 2.361 -0.646
C -1.108 1.758 0.627
N -0.973 0.456 0.844
C -1.751 0.013 1.914
C -1.815 -1.276 2.430
C -2.653 -1.513 3.503
C -3.422 -0.488 4.061
C -3.358 0.799 3.558
C -2.512 1.035 2.483
S -2.207 2.552 1.663
H -1.213 -2.069 2.007
H -2.714 -2.509 3.921
H -4.072 -0.700 4.899
H -3.946 1.597 3.990
C -0.941 -3.656 -0.590
C 0.232 -3.280 0.265
C 0.780 -4.163 1.179
C 1.850 -3.758 1.973
C 2.361 -2.479 1.859
C 1.776 -1.641 0.917
N 0.743 -2.047 0.140
N 2.042 -0.326 0.621
Si 3.504 0.561 1.125
C 3.440 2.229 0.299
C 3.465 0.810 2.972
C 4.987 -0.449 0.619
H -0.635 -3.825 -1.624
H -1.691 -2.863 -0.588
H -1.395 -4.574 -0.225
H 0.371 -5.159 1.269
H 2.278 -4.447 2.689
H 3.178 -2.132 2.477
H 2.650 2.847 0.729
H 3.280 2.163 -0.776
H 4.391 2.742 0.470
H 2.521 1.277 3.266
H 4.272 1.479 3.280
H 3.576 -0.113 3.544
H 4.898 -0.820 -0.404
H 5.147 -1.303 1.280
H 5.882 0.178 0.672
C -0.175 -0.821 -2.440
C 1.249 -0.670 -2.778
C 1.780 0.624 -2.932
C 3.161 0.812 -3.091
C 4.013 -0.264 -3.057
C 3.502 -1.557 -2.878
C 2.153 -1.758 -2.731
H -0.559 -1.831 -2.506
H -0.834 -0.099 -2.926
H 1.107 1.457 -3.095
H 3.545 1.810 -3.263
H 5.078 -0.121 -3.189
H 4.176 -2.404 -2.863
H 1.758 -2.758 -2.601
```

## Properties
- LUMO (eV) = -3.83
- frontier orbital gap (eV) = 6.6
- net charge = +1

Here are the natural (NBO) charges for atoms 1 to 8, given in e:
1 W 1.45
2 S 0.03
3 C -0.08
4 N -0.58
5 C 0.18
6 C -0.24
7 C -0.17
8 C -0.19

# 3
Entry from OMol25: the molecule C21H22N2O4S (ωB97M-V with the def2-TZVPD basis set).

The geometry in XYZ format:
```
50
Properties=species:S:1:pos:R:3
C -0.080 -0.447 -5.067
C -1.282 -0.053 -4.214
O -0.912 0.646 -3.037
C -0.345 1.880 -3.146
C -0.423 2.703 -4.261
C 0.142 3.967 -4.244
C 0.799 4.423 -3.119
C 0.894 3.608 -2.004
C 0.324 2.345 -2.002
N 0.398 1.493 -0.888
C 0.350 2.027 0.458
C -0.668 1.230 1.290
O -1.836 1.554 1.334
N -0.110 0.169 1.920
C -0.727 -0.763 2.765
C -1.962 -0.515 3.319
C -2.554 -1.432 4.195
C -1.913 -2.592 4.522
C -0.648 -2.887 3.972
C 0.018 -4.086 4.304
C 1.237 -4.387 3.768
C 1.839 -3.496 2.869
C 1.224 -2.322 2.528
C -0.034 -1.974 3.071
S 1.077 -0.016 -1.079
C -0.288 -1.205 -0.957
O 1.922 -0.232 0.073
O 1.703 -0.118 -2.359
H 0.320 0.410 -5.602
H 0.706 -0.832 -4.422
H -0.371 -1.207 -5.787
H -2.010 0.527 -4.796
H -1.787 -0.947 -3.838
H -0.942 2.374 -5.148
H 0.064 4.593 -5.120
H 1.247 5.405 -3.106
H 1.425 3.953 -1.130
H -0.010 3.056 0.406
H 1.341 1.997 0.924
H 0.846 -0.038 1.648
H -2.479 0.398 3.077
H -3.523 -1.203 4.612
H -2.360 -3.300 5.204
H -0.462 -4.764 4.995
H 1.741 -5.306 4.028
H 2.799 -3.741 2.439
H 1.724 -1.675 1.823
H -0.330 -1.752 -1.888
H -0.086 -1.869 -0.126
H -1.204 -0.651 -0.802
```

## Properties
- LUMO (eV) = 0.51
- frontier orbital gap (eV) = 8.5
- SMILES = CCOc1ccccc1N(CC(=O)Nc1cccc2ccccc12)S(C)(=O)=O
- net charge = 0
- energy relative to the best compared isomer or geometry (same formula, charge and spin) (eV) = 1.640

Here are the natural (NBO) charges for atoms 1 to 8, given in e:
1 C -0.65
2 C -0.06
3 O -0.52
4 C 0.28
5 C -0.28
6 C -0.20
7 C -0.23
8 C -0.23

# 4
Entry from OMol25: a cluster of 2 separate species, C5H8O2 in total (ωB97M-V with the def2-TZVPD basis set).

The geometry in XYZ format:
```
15
Properties=species:S:1:pos:R:3
O 0.794 1.885 -1.610
C 0.370 0.858 -0.792
C 0.362 -0.628 -1.149
C 0.931 -0.963 0.016
C 1.015 0.475 0.506
C -0.371 1.101 0.505
H 0.030 2.203 -2.108
H -0.070 -1.184 -1.977
H 1.134 -1.910 0.510
H 1.870 0.967 0.956
H -0.395 2.147 0.812
H -1.245 0.509 0.775
O -1.837 -2.035 1.129
H -1.500 -1.644 1.943
H -1.181 -1.796 0.459
```

## Properties
- LUMO (eV) = 0.79
- frontier orbital gap (eV) = 9.8
- SMILES = O[C@@]12C=C[C@@H]1C2.O
- net charge = 0
- energy relative to the best compared isomer or geometry (same formula, charge and spin) (eV) = 3.411

Here are the natural (NBO) charges for atoms 1 to 8, given in e:
1 O -0.68
2 C 0.21
3 C -0.22
4 C -0.19
5 C -0.28
6 C -0.42
7 H 0.47
8 H 0.22

# 5
Entry from OMol25: a structure of composition C5H6 at a distorted geometry (ωB97M-V with the def2-TZVPD basis set).

The geometry in XYZ format:
```
11
Properties=species:S:1:pos:R:3
C 2.671 -0.422 -0.257
C 1.470 -0.267 -0.385
C 0.170 -0.157 -0.796
C -1.000 -0.600 -0.062
C -1.086 0.853 0.442
H 3.661 -0.791 -0.262
H -0.552 1.409 -0.380
H -1.826 -0.853 -0.720
H -0.861 -1.367 0.687
H -2.093 1.256 0.372
H -0.611 1.004 1.414
```

## Properties
- LUMO (eV) = -0.19
- frontier orbital gap (eV) = 7.6
- net charge = 0
- energy relative to the best compared isomer or geometry (same formula, charge and spin) (eV) = 4.660

Here are the natural (NBO) charges for atoms 1 to 8, given in e:
1 C -0.16
2 C -0.17
3 C 0.02
4 C -0.48
5 C -0.60
6 H 0.23
7 H 0.26
8 H 0.22

# 6
Entry from OMol25: a cluster of 9 separate species, C53H62FN10O2 in total at a distorted geometry (ωB97M-V with the def2-TZVPD basis set).

The geometry in XYZ format:
```
128
Properties=species:S:1:pos:R:3
C 2.097 0.148 3.665
C 1.159 -0.966 2.898
F 1.994 -1.769 1.979
C -0.123 -0.213 2.212
C -0.044 -0.021 0.589
N -0.012 -1.293 -0.222
C -0.699 -2.322 0.370
O -1.027 -3.471 1.024
C -1.288 0.962 0.151
C -0.882 2.538 -0.049
C -0.569 3.331 1.391
C -2.258 3.288 -0.637
N 0.194 2.801 -1.077
O 0.699 4.045 -1.005
C 1.256 1.728 -1.117
C 2.732 2.506 -1.246
C 1.111 0.867 -2.531
C 1.363 0.793 0.224
H 1.902 0.101 4.820
H 1.907 1.257 3.327
H 3.239 -0.074 3.419
H 0.741 -1.711 3.732
H -0.144 0.888 2.674
H -1.138 -0.708 2.597
H -2.165 0.906 0.936
H -1.761 0.607 -0.885
H -1.350 3.022 2.229
H -0.530 4.501 1.254
H 0.493 3.016 1.828
H -2.126 4.432 -0.331
H -3.149 2.885 0.006
H -2.384 3.168 -1.794
H 3.021 3.099 -0.279
H 2.814 3.114 -2.243
H 3.522 1.616 -1.334
H 2.184 0.470 -2.863
H 0.801 1.644 -3.375
H 0.296 0.028 -2.490
H 2.151 -0.069 -0.024
H 1.779 1.386 1.153
N 0.897 6.650 2.822
C 1.268 7.365 3.906
C 0.850 8.663 4.153
C 0.004 9.268 3.231
C -0.394 8.558 2.103
C 0.073 7.263 1.945
H 1.932 6.850 4.595
H 1.178 9.189 5.043
H -0.344 10.285 3.389
H -1.053 9.002 1.365
H -0.212 6.667 1.083
N -4.713 -5.960 0.271
C -3.438 -5.524 0.165
C -2.721 -5.522 -1.020
C -3.344 -6.000 -2.168
C -4.655 -6.458 -2.090
C -5.292 -6.417 -0.860
H -2.994 -5.164 1.089
H -1.700 -5.157 -1.047
H -2.813 -6.015 -3.115
H -5.169 -6.837 -2.966
H -6.317 -6.760 -0.749
N -2.997 7.194 -1.192
C -2.557 6.647 -2.346
C -2.925 7.099 -3.603
C -3.801 8.176 -3.684
C -4.273 8.760 -2.513
C -3.845 8.240 -1.303
H -1.878 5.807 -2.230
H -2.539 6.623 -4.497
H -4.114 8.558 -4.652
H -4.958 9.601 -2.543
H -4.183 8.664 -0.361
N 3.605 -0.883 -4.524
C 4.770 -1.063 -5.186
C 5.075 -2.203 -5.911
C 4.133 -3.225 -5.959
C 2.926 -3.071 -5.286
C 2.710 -1.892 -4.590
H 5.473 -0.239 -5.116
H 6.025 -2.293 -6.426
H 4.338 -4.135 -6.516
H 2.171 -3.849 -5.303
H 1.781 -1.722 -4.052
N 7.743 -1.872 -3.662
C 6.912 -2.833 -3.203
C 7.346 -4.031 -2.658
C 8.715 -4.262 -2.582
C 9.597 -3.292 -3.049
C 9.067 -2.124 -3.574
H 5.853 -2.608 -3.287
H 6.633 -4.767 -2.303
H 9.093 -5.190 -2.163
H 10.669 -3.442 -3.004
H 9.714 -1.335 -3.947
N -4.242 -0.176 -0.069
C -4.112 -1.513 0.080
C -5.181 -2.393 0.106
C -6.465 -1.873 -0.025
C -6.632 -0.501 -0.177
C -5.500 0.299 -0.195
H -3.091 -1.869 0.181
H -5.018 -3.458 0.226
H -7.328 -2.532 -0.008
H -7.619 -0.065 -0.281
H -5.578 1.376 -0.315
N -2.299 -9.784 -0.160
C -2.169 -11.121 -0.011
C -3.238 -12.001 0.015
C -4.522 -11.481 -0.116
C -4.689 -10.109 -0.269
C -3.557 -9.309 -0.286
H -1.148 -11.477 0.090
H -3.075 -13.066 0.134
H -5.385 -12.140 -0.099
H -5.676 -9.673 -0.372
H -3.635 -8.232 -0.407
N 1.935 2.429 6.255
C 2.330 1.789 7.377
C 2.784 2.437 8.515
C 2.840 3.827 8.502
C 2.442 4.514 7.360
C 2.000 3.778 6.273
H 2.271 0.705 7.337
H 3.086 1.872 9.390
H 3.191 4.370 9.375
H 2.474 5.597 7.318
H 1.674 4.269 5.360
```

## Properties
- LUMO (alpha / beta) (eV) = 0.49 / 0.36
- spin multiplicity = 2
- frontier orbital gap (alpha / beta) (eV) = 8.8 / 9.5
- net charge = 0

Here are the Mulliken charges for atoms 1 to 8, given in e:
1 C -0.81
2 C 0.44
3 F -0.37
4 C -1.06
5 C 1.52
6 N -0.38
7 C 0.41
8 O -0.51

# 7
Entry from OMol25: the ion C4H11N2O with charge +1 at a distorted geometry (ωB97M-V with the def2-TZVPD basis set).

The geometry in XYZ format:
```
18
Properties=species:S:1:pos:R:3
C -0.637 -1.804 -1.663
C -1.347 -1.088 -0.538
N -0.468 -1.045 0.647
C 0.518 -0.115 0.790
O 1.463 -0.236 1.610
C 0.268 1.303 0.426
N 1.388 2.210 0.916
H -0.242 -2.683 -1.232
H -1.315 -2.058 -2.458
H 0.202 -1.216 -1.932
H -1.663 -0.048 -0.692
H -2.259 -1.488 -0.165
H -0.379 -1.945 1.204
H 0.296 1.341 -0.695
H -0.626 1.810 0.672
H 1.072 2.926 1.613
H 1.968 1.557 1.443
H 1.761 2.579 0.055
```

## Properties
- LUMO (eV) = -3.63
- frontier orbital gap (eV) = 10.5
- SMILES = CCNC(=O)C[NH3+]
- net charge = +1
- energy relative to the best compared isomer or geometry (same formula, charge and spin) (eV) = 1.729

Here are the natural (NBO) charges for atoms 1 to 8, given in e:
1 C -0.61
2 C -0.22
3 N -0.57
4 C 0.63
5 O -0.62
6 C -0.32
7 N -0.69
8 H 0.22

# 8
Entry from OMol25: a structure of composition C27H72F2Li2O9 at a distorted geometry (ωB97M-V with the def2-TZVPD basis set).

The geometry in XYZ format:
```
112
Properties=species:S:1:pos:R:3
Li -0.247 1.164 0.116
Li -0.952 -1.568 0.362
F -1.852 0.120 0.964
F 0.613 -0.599 -0.613
C -6.664 0.942 1.661
C -5.289 0.943 1.068
C -4.395 2.196 1.602
O -4.608 -0.255 1.376
H -6.979 1.977 1.530
H -6.638 0.742 2.732
H -7.304 0.204 1.178
H -5.471 0.982 -0.006
H -4.280 2.200 2.686
H -4.906 3.128 1.356
H -3.476 2.293 1.024
H -3.668 -0.096 1.261
C 3.112 3.022 2.415
C 1.586 2.553 2.244
C 0.544 3.658 2.265
O 1.469 1.875 1.024
H 3.825 2.211 2.273
H 3.252 3.587 3.337
H 3.388 3.706 1.612
H 1.449 1.883 3.094
H 0.539 4.174 3.225
H -0.490 3.321 2.189
H 0.773 4.398 1.499
H 2.179 1.230 0.974
C 2.455 2.085 -5.299
C 3.456 3.069 -5.823
C 4.587 3.179 -4.725
O 4.196 2.718 -6.979
H 2.284 2.317 -4.248
H 2.821 1.058 -5.299
H 1.452 2.247 -5.694
H 2.987 4.052 -5.863
H 4.725 2.332 -4.053
H 4.460 3.993 -4.011
H 5.531 3.360 -5.241
H 5.108 2.964 -6.809
C -2.118 -4.134 2.207
C -1.928 -4.086 0.645
C -2.638 -5.179 -0.177
O -2.559 -2.769 0.272
H -1.773 -3.260 2.758
H -1.755 -5.038 2.697
H -3.185 -4.249 2.399
H -0.875 -4.090 0.365
H -2.429 -6.196 0.158
H -2.455 -5.154 -1.251
H -3.692 -4.929 -0.061
H -3.497 -2.742 0.475
C -1.771 -0.987 4.946
C -1.534 0.436 4.397
C -1.099 1.555 5.404
O -0.602 0.479 3.385
H -1.445 -1.642 4.138
H -2.804 -1.220 5.202
H -1.023 -1.013 5.739
H -2.470 0.656 3.883
H -1.968 1.709 6.043
H -1.072 2.419 4.741
H -0.120 1.238 5.765
H -0.994 0.378 2.514
C 0.309 -2.821 -4.545
C -0.256 -2.288 -3.277
C -1.651 -2.947 -3.035
O 0.673 -2.799 -2.330
H 1.372 -2.610 -4.668
H -0.125 -2.419 -5.461
H 0.085 -3.883 -4.635
H -0.286 -1.199 -3.298
H -2.079 -2.538 -2.119
H -1.523 -4.029 -3.083
H -2.433 -2.760 -3.771
H 1.095 -2.058 -1.888
C 3.672 1.016 -1.240
C 3.984 -0.240 -0.368
C 5.343 0.001 0.349
O 2.982 -0.170 0.620
H 4.296 0.976 -2.133
H 3.968 1.950 -0.763
H 2.683 1.048 -1.698
H 3.964 -1.122 -1.009
H 5.694 -0.923 0.808
H 5.377 0.758 1.131
H 6.137 0.208 -0.368
H 2.246 -0.480 0.088
C 1.283 -3.641 3.673
C 1.445 -2.717 2.406
C 1.874 -3.553 1.213
O 0.250 -2.098 2.156
H 2.219 -3.851 4.191
H 0.914 -4.626 3.385
H 0.566 -3.263 4.402
H 2.146 -1.900 2.579
H 1.156 -4.319 0.919
H 2.833 -4.023 1.430
H 2.102 -2.960 0.328
H 0.261 -1.292 2.679
C -2.426 3.478 -2.725
C -1.525 2.389 -2.004
C -0.505 1.779 -2.929
O -0.759 2.951 -0.989
H -2.909 3.109 -3.630
H -1.878 4.417 -2.799
H -3.255 3.639 -2.036
H -2.229 1.607 -1.719
H 0.105 1.076 -2.362
H 0.171 2.518 -3.357
H -0.897 1.379 -3.864
H -0.231 3.689 -1.301
```

## Properties
- LUMO (eV) = 0.18
- frontier orbital gap (eV) = 9.7
- net charge = 0

Here are the Mulliken charges for atoms 1 to 8, given in e:
1 Li 0.44
2 Li 0.21
3 F -0.03
4 F -0.32
5 C -1.62
6 C 0.77
7 C -1.01
8 O -0.54

# 9
Entry from OMol25: the molecule C23H16N4O5S at a distorted geometry (ωB97M-V with the def2-TZVPD basis set).

The geometry in XYZ format:
```
49
Properties=species:S:1:pos:R:3
N 3.717 4.519 1.604
C 2.787 3.819 1.604
C 1.816 2.758 1.960
C 1.142 2.832 3.182
N 1.329 3.982 3.978
O 0.220 1.906 3.655
C -0.164 0.922 2.795
C -1.397 0.283 3.222
C -2.530 0.578 2.444
C -3.677 -0.206 2.665
C -3.787 -0.941 3.868
C -2.611 -1.062 4.667
N -1.392 -0.562 4.280
C 0.446 0.598 1.602
S -0.056 -0.877 0.695
O -0.654 -1.905 1.519
O -0.943 -0.588 -0.359
C 1.368 -1.682 -0.106
C 1.528 -1.368 -1.470
C 2.583 -2.118 -2.051
C 3.387 -3.057 -1.460
C 3.117 -3.387 -0.185
C 2.116 -2.640 0.564
C 1.593 1.536 1.140
C 1.296 1.845 -0.307
C 2.236 1.638 -1.307
C 1.971 1.676 -2.663
C 0.787 2.139 -3.162
N 0.458 2.329 -4.526
O -0.711 2.348 -4.841
O 1.320 2.755 -5.309
C -0.187 2.471 -2.136
C 0.103 2.362 -0.795
H 0.942 3.828 4.933
H 2.241 4.395 3.954
H -2.493 1.292 1.578
H -4.538 0.074 2.048
H -4.850 -1.245 4.121
H -2.718 -1.501 5.694
H 1.136 -0.499 -2.068
H 2.710 -1.979 -3.138
H 4.272 -3.394 -1.991
H 3.648 -4.219 0.305
H 1.865 -2.784 1.618
H 2.515 0.941 1.176
H 3.213 1.299 -1.109
H 2.748 1.382 -3.416
H -1.183 2.872 -2.449
H -0.791 2.565 -0.094
```

## Properties
- LUMO (eV) = -0.87
- frontier orbital gap (eV) = 8.2
- SMILES = N#CC1=C(N)OC(c2ccccn2)=C(S(=O)(=O)c2ccccc2)[C@H]1c1ccc([N+](=O)[O-])cc1
- net charge = 0

Here are the natural (NBO) charges for atoms 1 to 8, given in e:
1 N -0.31
2 C 0.27
3 C -0.30
4 C 0.57
5 N -0.80
6 O -0.45
7 C 0.38
8 C 0.11

Across the entries above, energy takes the values -16041.1883, -60114.2422, -44139.6072, -9406.4211, -5276.5387, -77669.2348, -9347.1277, -53443.1198, -51136.3338 eV, respectively.